(1)
C30H42N9O4Pt | ωB97M-V with the def2-TZVPD basis set

- Lowest unoccupied orbital energy: -2.978 eV
- Charge: +1
- Frontier orbital gap: 6.671 eV

Each line ends with the Mulliken charge.
Atoms and positions in Å:
Pt  -0.7292  -0.6380  -0.1682  2.387
O  -6.3783  -2.0619  0.5096  -0.532
C  -5.5993  -3.0459  0.9179  0.467
O  -6.0050  -4.0095  1.5128  -0.578
C  -4.1398  -2.9440  0.6017  0.418
C  -3.2687  -3.9808  0.8225  -0.450
N  -2.0461  -3.5583  0.4641  -0.230
N  -2.0746  -2.3051  -0.0002  -0.326
C  -3.3319  -1.9113  0.0937  -0.024
C  -3.6177  -0.4865  -0.2579  0.760
O  -4.7612  -0.1663  -0.5656  -0.876
O  -2.6077  0.3141  -0.1785  -0.808
H  -5.8739  -1.3598  0.0407  0.433
H  -3.4595  -4.9737  1.2140  0.552
H  -1.1866  -4.0732  0.4677  0.128
C  0.6452  3.8754  -1.1044  -0.736
N  -0.1083  3.1249  -2.0932  0.307
C  -0.2252  3.7928  -3.3906  -1.250
C  -0.3835  1.8042  -1.9603  0.116
N  0.2637  0.9929  -1.1258  0.135
C  1.6777  1.0484  -0.9253  0.222
C  2.4715  1.2435  -2.0264  -0.478
C  3.8796  1.2536  -1.9428  -1.084
C  4.4873  1.0249  -0.7498  -1.002
C  3.7164  0.7772  0.4159  1.378
C  4.3827  0.4995  1.6351  -1.059
C  3.6722  0.2133  2.7580  -1.011
C  2.2616  0.2290  2.7220  -0.409
C  1.5689  0.5536  1.5845  -0.974
N  0.1548  0.5796  1.6217  0.745
C  -0.5086  1.1841  2.5784  -0.414
N  -0.1039  2.3384  3.1853  0.443
C  0.9551  3.1885  2.6702  -0.658
C  -0.4854  2.6519  4.5630  -1.246
N  -1.7121  0.7076  3.0160  0.613
C  -1.9432  -0.7240  3.1990  -1.105
C  -2.8837  1.5835  3.0928  -1.184
C  2.2894  0.8007  0.3593  0.115
N  -1.4063  1.3574  -2.7307  0.322
C  -2.6540  2.1258  -2.8501  -1.192
C  -1.4730  -0.0476  -3.1015  -0.838
H  0.2689  4.8980  -1.0863  0.460
H  1.7126  3.8992  -1.3287  0.291
H  0.4983  3.4362  -0.1335  -0.123
H  0.7664  4.1066  -3.7278  0.366
H  -0.8524  4.6820  -3.3101  0.375
H  -0.6490  3.1263  -4.1338  0.396
H  1.9869  1.3776  -2.9926  0.583
H  4.4700  1.4289  -2.8372  0.429
H  5.5704  1.0205  -0.6691  0.446
H  5.4680  0.5019  1.6473  0.443
H  4.1839  -0.0238  3.6858  0.401
H  1.6909  -0.0115  3.6154  0.560
H  1.0594  3.0580  1.6070  -0.013
H  1.9190  2.9656  3.1375  0.303
H  0.6999  4.2316  2.8754  0.438
H  -1.0703  1.8441  4.9926  0.360
H  -1.0658  3.5774  4.6126  0.356
H  0.4185  2.7860  5.1642  0.391
H  -1.5936  -1.0526  4.1819  0.271
H  -1.4353  -1.3130  2.4510  0.190
H  -3.0132  -0.9223  3.1385  0.406
H  -2.5896  2.6182  2.9253  0.418
H  -3.3664  1.5108  4.0717  0.350
H  -3.6059  1.3051  2.3206  0.270
H  -2.5519  3.0832  -2.3446  0.380
H  -3.4665  1.5753  -2.3725  0.358
H  -2.9052  2.2999  -3.8985  0.345
H  -0.6163  -0.3337  -3.7082  0.308
H  -2.3891  -0.2304  -3.6582  0.349
H  -1.4707  -0.6600  -2.2048  0.130
C  3.6718  -3.9338  -0.8291  -1.608
C  2.4533  -3.5925  -1.7047  1.963
C  1.6042  -4.8449  -1.9619  -1.658
C  2.9029  -2.9558  -3.0303  -1.523
C  1.6291  -2.6048  -0.9733  -0.099
N  1.0112  -1.8543  -0.3739  -0.843
H  4.2814  -4.6740  -1.3514  0.430
H  3.3628  -4.3524  0.1321  0.390
H  4.2807  -3.0459  -0.6395  0.364
H  2.2134  -5.5775  -2.4924  0.423
H  0.7287  -4.6146  -2.5728  0.363
H  1.2738  -5.2963  -1.0223  0.366
H  3.5727  -3.6477  -3.5432  0.436
H  3.4353  -2.0178  -2.8536  0.329
H  2.0477  -2.7518  -3.6789  0.353

(2)
C30H43Cl3N5O3PrSi | ωB97M-V with the def2-TZVPD basis set

- Multiplicity: 3
- ⟨S²⟩: 2.002
- Lowest unoccupied orbital energy (alpha / beta): -0.624 / -0.622 eV
- Frontier orbital gap (alpha / beta): 6.198 / 6.200 eV

Each line ends with the Mulliken charge.
Atoms and positions in Å:
C  -1.8478  -2.4218  -5.5462  -1.691
C  -1.4788  -3.0499  -4.2217  0.561
H  -2.1739  -3.1882  -6.2687  0.421
H  -0.9650  -1.9088  -5.9570  0.225
H  -2.6474  -1.6646  -5.4501  0.321
C  -1.1586  -4.3570  -4.0937  -0.138
C  -0.7664  -5.2002  -5.2593  -1.642
H  -1.1709  -4.9008  -3.1467  0.770
H  0.0326  -4.6632  -5.7717  0.283
H  -1.5679  -5.4073  -6.0031  0.338
H  -0.3884  -6.1728  -4.9098  0.373
Pr  1.4415  1.5120  0.5791  1.159
Cl  -1.2277  1.4632  0.9677  -0.594
Cl  2.6440  3.6181  -0.4636  -0.556
H  1.4992  6.3949  3.7671  0.344
H  -1.1168  6.7767  3.2269  0.310
C  1.5227  5.7863  2.8632  -0.909
C  -0.9248  6.1491  2.3493  -0.854
N  0.2049  5.2405  2.5827  0.178
H  2.1852  4.9359  2.9910  0.211
C  0.1216  3.9417  2.3496  0.507
O  1.0918  3.1277  2.3982  -0.695
H  -1.8184  5.5477  2.1260  0.279
H  -0.8719  3.5660  2.0792  0.192
H  1.8796  6.3968  2.0297  0.327
H  -0.7357  6.8322  1.5093  0.321
H  2.5036  -0.4801  -3.4735  0.177
H  1.8640  -2.9339  -3.0721  0.192
C  3.3918  -0.6880  -2.8277  -0.890
C  2.7699  -3.0243  -2.4272  -0.877
N  3.0627  -1.7245  -1.8240  0.282
H  3.7215  0.2497  -2.3408  0.286
C  2.8308  -1.4789  -0.5090  0.398
O  2.9215  -0.3407  0.0113  -0.673
H  2.5715  -3.7497  -1.6266  0.244
H  2.5511  -2.3638  0.1181  0.022
H  4.1991  -1.0885  -3.4828  0.349
H  3.6287  -3.3566  -3.0317  0.410
O  -0.9280  -0.8677  -3.2297  -0.402
C  -1.4965  -2.1202  -3.0102  -0.474
C  -0.1615  -3.6639  -1.4002  0.321
C  -0.9778  -2.5687  -1.6328  0.254
H  0.2798  -4.2314  -2.2546  0.876
C  0.1224  -4.1538  -0.1163  -1.556
H  -2.6272  -1.9857  -2.8898  0.165
C  -1.3586  -1.8312  -0.5186  -0.378
H  0.6947  -5.0679  -0.0169  0.378
C  -0.4246  -3.4828  0.9703  -0.576
C  -1.0716  -2.2675  0.7698  -0.503
H  -1.8869  -0.8936  -0.6972  0.262
H  -0.2660  -3.8881  1.9791  0.392
H  -1.3795  -1.6708  1.6094  0.508
Si  -0.7549  1.4348  -3.3517  0.881
Cl  0.7681  0.5423  -1.7388  -0.072
C  0.5333  2.6776  -3.9167  -1.072
C  -1.9350  2.4249  -2.2792  -0.939
C  -1.4763  0.6610  -4.8771  -0.690
H  1.0824  3.1570  -3.0895  0.206
H  0.0298  3.5028  -4.4659  0.384
H  1.3023  2.2884  -4.5943  0.290
H  -0.7679  -0.0867  -5.3040  -0.020
H  -1.6175  1.4639  -5.6298  0.440
H  -2.4751  0.2204  -4.6647  0.206
H  -2.5947  1.6956  -1.7927  0.259
H  -2.5291  3.0414  -2.9866  0.393
H  -1.4466  3.0660  -1.5359  0.171
N  -1.5722  1.7915  10.5454  -0.508
C  -1.3178  1.3086  9.5066  0.022
C  -0.9830  0.7605  8.2209  0.394
C  -1.4168  1.4327  7.0720  -0.835
C  -1.0422  0.9875  5.8073  -0.709
C  -0.2003  -0.1312  5.7231  1.594
C  0.1899  -0.8638  6.8466  -0.461
C  -0.2001  -0.3982  8.1053  -0.942
N  0.4097  -0.5006  4.5094  0.360
C  1.3176  -1.5451  4.2469  -0.220
C  1.7906  -1.3606  2.9914  -1.039
N  1.2341  -0.1910  2.4665  0.506
C  0.3727  0.2863  3.3951  -0.367
H  -2.0423  2.3198  7.1701  0.426
H  -1.3998  1.4954  4.9045  0.483
H  0.8154  -1.7500  6.7182  0.277
H  0.1350  -0.9436  8.9858  0.423
H  1.5060  -2.3560  4.9415  0.405
H  2.4745  -1.9741  2.4131  0.410
H  -0.2337  1.1382  3.3049  0.112

The evaluated electronic energy for the records listed, in turn: -2081.27544; -3855.67901 Ha.